(1)
The molecule C6H9N, computed with ωB97M-V/def2-TZVPD.

Atoms and positions in Å:
C 1.06 0.60 0.79
C -0.97 1.24 -0.07
C -1.48 -0.07 -0.80
C -0.67 -1.10 -1.05
C 0.70 -1.44 -0.59
C 1.45 -0.69 0.19
H 1.64 1.53 0.35
H 1.70 0.65 1.77
H -0.89 0.18 1.77
H -1.98 1.70 0.15
H -0.43 1.95 -0.66
H -2.67 -0.11 -1.00
H -1.11 -2.07 -1.57
H 1.37 -2.22 -0.89
H 2.55 -1.00 0.48
N -0.26 0.86 1.14

Summary:
SMILES = C1=CCNCC=C1
HOMO = -8.4 eV
energy relative to the best compared isomer or geometry (same formula, charge and spin) = 3.533 eV
LUMO = 0.87 eV

(2)
The ion C6H9N2 with charge +1, computed with ωB97M-V/def2-TZVPD.

Atoms and positions in Å:
C 1.78 1.90 -0.46
C 1.48 -0.55 0.18
C 2.40 -1.43 0.44
C -0.12 -0.82 -0.12
C -2.24 0.18 0.68
C -1.86 0.87 -0.57
N 1.70 0.80 -0.18
N -0.88 0.35 0.27
H 1.88 2.88 -0.95
H 3.41 -1.20 0.54
H 2.21 -2.41 0.67
H -0.15 -1.07 -1.25
H -0.26 -1.73 0.56
H -2.62 0.82 1.42
H -2.70 -0.82 0.72
H -2.16 0.38 -1.47
H -1.86 1.87 -0.46

Summary:
SMILES = C#[N+]C(=C)CN1CC1
HOMO = -13.0 eV
energy relative to the best compared isomer or geometry (same formula, charge and spin) = 5.604 eV
LUMO = -4.86 eV
total charge = +1

The highest energy relative to the best compared isomer or geometry (same formula, charge and spin) belongs to which entry? C6H9N2